# C4H3CdLi2O2

A structure of composition C4H3CdLi2O2 at a distorted geometry (ωB97M-V/def2-TZVPD, the Open Molecules 2025 dataset).

Summary:
HOMO level (alpha / beta) ... -10.68 / -10.68 eV

```
! RIJCOSX wB97M-V def2-TZVPD def2/J DEFGRID3
* xyz 1 1
C 0.3303 2.5458 0.9609
O 1.1715 2.9018 1.8265
Li 2.6183 2.2225 -1.3879
Li -0.1189 2.8850 3.4235
H -1.1448 2.4952 -0.1171
C -1.1425 2.5616 1.0832
C -1.3889 1.6393 2.2822
C -1.2230 0.3086 2.0850
O -0.9067 -0.3035 0.8751
Cd 0.7692 0.5037 0.4176
H -1.5447 3.5751 1.2352
H -1.3766 -0.4149 2.8983
*
```

Atomic partial charges in e from the natural (NBO) method, atoms 1 to 6: 0.209 -0.690 0.857 0.916 0.224 -0.638